1.
The following is a DFT calculation (wB97M-V/def2-TZVPD) of 2 unconnected molecules or ions with the total composition C31H38F5NO8PS.

The gap between HOMO and LUMO is 7.357 eV. Its total charge is +1. Its lowest unoccupied orbital energy is -3.94 eV. The calculation puts the relative energy (zero: lowest compared OMol25 entry of this formula, charge and spin) at 0.0 kcal per mole.

CARTESIAN COORDINATES (ANGSTROEM)
C -2.10040 4.77387 6.09810
C -3.40350 4.03478 5.89919
O -3.20483 2.64196 6.25909
P -4.21293 1.55430 5.70821
O -5.61365 1.93549 5.58885
C -3.56433 1.10251 4.07518
C -4.20519 -0.19476 3.53285
C -3.20251 -1.30001 3.20333
C -2.61113 -1.26869 1.85706
N -2.87152 -0.36141 0.97525
C -2.08564 -0.53295 -0.25431
S -1.75517 1.03429 -1.14256
O -0.39443 1.05828 -1.55179
O -2.84799 1.20473 -2.03398
C -1.91306 2.44863 0.08471
F -1.85962 3.53515 -0.67926
F -3.12361 2.38266 0.67987
C -0.82587 2.57521 1.18157
F -0.82698 1.45746 1.94769
F 0.37307 2.72843 0.64885
F -1.11131 3.61497 1.95911
C -0.87493 -1.33714 0.24739
C -0.11031 -2.19634 -0.75207
C 1.09700 -1.56564 -1.44504
C 2.01429 -0.80015 -0.49941
O 2.03844 -1.45891 0.75926
C 3.06381 -0.99993 1.62539
C -1.61895 -2.21752 1.28658
O -3.96527 0.31819 6.65994
C -2.68068 -0.27577 6.91460
C -1.97553 0.34689 8.09780
H -1.93275 5.01420 7.14652
H -2.10768 5.70168 5.52700
H -1.26544 4.16345 5.75259
H -4.19941 4.42604 6.53030
H -3.74900 4.10536 4.86485
H -2.47331 1.08534 4.03316
H -3.87855 1.94956 3.45848
H -4.78746 0.04024 2.63773
H -4.93722 -0.58968 4.23542
H -2.33594 -1.27256 3.87679
H -3.62359 -2.30073 3.34631
H -3.54386 0.38042 1.13169
H -2.66309 -1.11389 -0.98057
H -0.22137 -0.69221 0.83523
H 0.25483 -3.05753 -0.19138
H -0.81491 -2.58923 -1.49136
H 1.66311 -2.36863 -1.91559
H 0.78084 -0.90880 -2.25304
H 1.69360 0.24179 -0.37683
H 3.02376 -0.77745 -0.92226
H 3.44760 -0.02780 1.30789
H 2.65383 -0.89818 2.63109
H 3.88844 -1.71443 1.65116
H -0.97070 -2.67933 2.02617
H -2.20837 -2.98006 0.75851
H -2.05267 -0.21365 6.01893
H -2.88630 -1.32896 7.09911
H -1.01255 -0.15073 8.23002
H -2.55473 0.21247 9.00917
H -1.78395 1.40424 7.93521
C 4.26100 -4.30001 -8.58098
C 3.40753 -4.72734 -7.56994
C 2.98003 -3.83792 -6.59922
C 3.40877 -2.51613 -6.63110
C 4.27399 -2.09042 -7.64127
C 4.69383 -2.98533 -8.61710
C 4.77279 -0.68553 -7.69195
O 5.51432 -0.31115 -8.57206
C 4.32556 0.24424 -6.61246
C 4.80228 1.54931 -6.61177
C 4.39323 2.43412 -5.62902
C 3.50155 2.02092 -4.64494
C 3.02610 0.72119 -4.64025
C 3.43888 -0.17467 -5.62001
C 2.92601 -1.57456 -5.58415
O 2.14324 -1.93012 -4.72533
H 4.58961 -4.99596 -9.34135
H 3.07566 -5.75677 -7.54211
H 2.31191 -4.15204 -5.80932
H 5.35940 -2.63556 -9.39416
H 5.49034 1.85333 -7.38854
H 4.76647 3.44964 -5.62955
H 3.17751 2.71752 -3.88263
H 2.32956 0.38373 -3.88453

Forces on atoms 1 to 3 (eV/Å):
C 0.02 -0.05 0.02
C -0.07 0.11 0.03
O 0.08 0.13 -0.05


2.
The following is a DFT calculation (wB97M-V/def2-TZVPD) of C6H2BrClO in the gas phase.

The gap between HOMO and LUMO is 8.099 eV. Its lowest unoccupied orbital energy is -0.25 eV. The calculation puts the relative energy (zero: lowest compared OMol25 entry of this formula, charge and spin) at 60.9 kcal per mole.

CARTESIAN COORDINATES (ANGSTROEM)
C 1.37343 0.27616 0.41477
C 1.40510 -0.97147 -0.07381
C 0.20907 0.72729 -0.36947
C 0.23513 -0.87285 -1.07400
C -1.12384 0.88319 0.18388
C -1.80267 -0.26338 -0.10452
O 0.30991 0.36650 -1.62052
Cl -1.60123 2.41639 0.83287
Br -2.83945 -1.45404 0.62309
H 1.94986 0.71113 1.15176
H 1.88470 -1.81890 0.03596

Forces on atoms 1 to 3 (eV/Å):
C 0.20 -2.69 -0.70
C -2.95 4.88 -0.39
C -0.27 0.69 1.98


3.
The following is a DFT calculation (wB97M-V/def2-TZVPD) of a molecular structure, C28H43ClF2KMgN5NaO11P.

The gap between HOMO and LUMO is 4.100 eV. Its total charge is +2. Its lowest unoccupied orbital energy is -6.15 eV. The calculation puts the relative energy (zero: lowest compared OMol25 entry of this formula, charge and spin) at 235.1 kcal per mole.

CARTESIAN COORDINATES (ANGSTROEM)
N 3.07001 -3.78375 2.72447
C 2.83891 -2.63195 2.12767
C 2.35496 -1.33592 1.18801
C 0.72392 -1.24933 1.32916
C 0.11448 0.27325 1.41476
C -1.11573 0.57425 0.35461
O -0.84535 1.38224 -0.67832
N -2.53393 0.02393 0.48235
C -2.42576 -1.38553 -0.12659
C -2.46962 -2.62564 0.99148
C -2.31012 -4.18560 0.42074
C -2.11665 -4.50289 -1.20736
C -2.08620 -3.21125 -2.23115
C -2.23541 -1.64532 -1.75594
C 2.90851 -1.62644 -0.32766
C 2.32768 -3.05076 -0.98423
N 1.59042 -3.95951 -1.58887
C 4.56042 -1.86549 -0.22083
C 5.32462 -1.69551 -1.67578
O 4.86087 -2.21908 -2.82283
C 2.50964 -0.36315 -1.29631
C 3.36784 1.00947 -1.03565
O 3.70032 1.53219 0.14749
F 3.86160 1.73591 -2.25525
H 2.81902 -0.38003 1.68963
H 0.25003 -1.89586 0.47624
H 0.41401 -1.78406 2.35055
H -0.36055 0.41506 2.50042
H 0.97731 1.09618 1.35843
H -2.85122 -0.01808 1.47566
H -2.57334 -2.40618 2.15900
H -2.31927 -5.08326 1.20699
H -1.97455 -5.59467 -1.61024
H -1.91579 -3.41183 -3.37610
H -2.18479 -0.74627 -2.51792
H 4.67279 -3.02002 0.06136
H 5.05247 -1.26609 0.65591
H 6.33471 -1.10017 -1.70370
H 1.36372 -0.06687 -1.18232
H 2.63718 -0.69329 -2.43231
O -2.30179 -7.67092 -2.90208
H -3.19738 -8.02791 -2.99906
H -1.85448 -7.93571 -3.71988
C 7.77931 -2.51540 -5.08977
O 7.22251 -3.51400 -5.60608
O 6.87820 -1.67301 -4.60471
O 8.98663 -2.20941 -4.96892
H 6.14645 -2.25640 -4.89172
K 4.70262 2.21636 2.18026
N -5.33951 -0.27583 -0.40358
C -6.09243 0.86884 -0.36624
C -7.29854 0.60504 -0.97609
C -7.27443 -0.74806 -1.39056
C -6.05424 -1.26868 -1.02175
H -4.40340 -0.37302 -0.03226
H -5.70594 1.77111 0.08844
H -8.10873 1.31055 -1.10712
H -8.06258 -1.28508 -1.90233
H -5.63400 -2.25764 -1.14713
F 10.89127 -1.34951 -5.91518
Na 8.49127 -1.82451 -3.18018
Cl 11.19127 -2.56221 -7.55231
N 0.69130 -8.15094 -4.23293
H 0.37201 -8.96790 -3.69926
H 0.68058 -7.32143 -3.62795
H 1.64654 -8.31525 -4.57160
H 0.06592 -7.99909 -5.03303
Mg -4.10873 -1.44346 2.72078
O 0.45890 5.35646 2.67300
P -0.72616 5.56952 3.64638
O -1.84968 5.71520 2.41668
C -1.83969 4.80888 1.31700
C -2.58114 3.52527 1.63518
O -0.47340 7.19740 3.87663
C 0.78255 7.79794 3.61235
C 0.83287 8.33022 2.19122
O -2.05029 5.80758 4.73399
C -3.22593 5.02723 4.70847
C -3.00729 3.66824 5.33289
H -0.82986 4.58401 0.97622
H -2.34387 5.31533 0.48829
H -2.14091 3.02042 2.49958
H -2.55388 2.84039 0.78294
H -3.63075 3.72674 1.87014
H 1.60474 7.10295 3.82127
H 0.89655 8.63431 4.31027
H 0.61820 7.55013 1.45497
H 1.81916 8.75344 1.97149
H 0.07812 9.10894 2.04879
H -3.63857 4.95298 3.70268
H -3.97716 5.56743 5.29505
H -2.18318 3.13618 4.85280
H -3.91653 3.06300 5.25711
H -2.74971 3.77458 6.39133

Forces on atoms 1 to 3 (eV/Å):
N -2.08 11.06 -5.64
C 1.06 -8.25 3.45
C -0.24 -1.72 1.46


4.
The following is a DFT calculation (wB97M-V/def2-TZVPD) of C6H9ClO3S in the gas phase.

The gap between HOMO and LUMO (alpha / beta) is 5.237 / 8.769 eV. Its lowest unoccupied orbital energy (alpha / beta) is 0.50 / -1.90 eV. As for the spin multiplicity: 3.

CARTESIAN COORDINATES (ANGSTROEM)
C 1.32354 -0.16007 -1.14824
C 1.15450 -0.96212 -0.10449
C 0.32880 1.04647 -0.94440
C -0.40736 0.62969 0.34620
C 1.90129 -2.21133 0.15595
C -0.80478 1.50494 1.47465
O -1.74921 -0.99781 -1.26954
O -2.68530 1.24549 -1.17318
O 0.19158 -0.53430 0.78980
S -2.03969 0.17308 -0.50704
Cl -3.12558 -0.60887 1.00727
H 2.11355 -0.12071 -1.89667
H 0.78743 1.95932 -0.83475
H -0.49169 1.04372 -1.82293
H 0.98948 -2.93225 0.26758
H 2.48745 -1.98473 1.12903
H 2.52908 -2.32239 -0.72380
H -0.92998 0.84372 2.43645
H -1.69130 2.19647 1.09475
H 0.11819 2.19168 1.72335

Forces on atoms 1 to 3 (eV/Å):
C -0.87 7.86 -6.37
C -0.51 -5.77 6.22
C -1.24 -3.30 -1.91


5.
The following is a DFT calculation (wB97M-V/def2-TZVPD) of a molecular structure, C37H37N3P2Ti.

The gap between HOMO and LUMO (alpha / beta) is 6.485 / 6.070 eV. Its lowest unoccupied orbital energy (alpha / beta) is -0.24 / -0.86 eV. The calculation puts the relative energy (zero: lowest compared OMol25 entry of this formula, charge and spin) at 60.1 kcal per mole. As for the spin multiplicity: 3.

CARTESIAN COORDINATES (ANGSTROEM)
Ti -0.43550 4.76379 0.13066
C 1.31523 0.21418 2.10790
C 1.70969 1.25671 2.83595
C 2.87088 2.15308 2.52666
C 2.75867 3.19539 1.38284
C 2.72336 2.71265 -0.01818
C 2.92780 1.47426 -0.45473
C 3.20376 0.25101 0.28854
C 2.06656 -0.49153 1.02729
C -1.31686 5.11253 -1.51499
H 0.36521 -0.26221 2.35945
H 1.01558 1.63489 3.63535
H 3.76014 1.58754 2.37711
H 2.97760 2.73187 3.46134
H 1.86282 3.86331 1.58269
H 3.61777 3.90203 1.45480
H 2.56299 3.50503 -0.75642
H 2.63795 1.29893 -1.52177
H 3.96686 0.51876 1.02164
H 3.58308 -0.47521 -0.46710
H 1.35448 -0.88380 0.29700
H 2.47715 -1.41910 1.43679
H -1.66642 4.26607 -2.08165
H -0.26874 5.49045 -1.75909
H -1.97352 5.94326 -1.30712
P 0.14081 8.03518 1.53113
P 1.10558 7.38305 -0.57559
C 1.93598 8.11057 1.79289
C 2.46922 7.94377 0.55316
C -0.57549 9.58460 2.16963
C 0.19463 10.38683 3.02170
C -0.43875 11.00116 4.11910
C -1.83891 10.98380 4.18616
C -2.61542 10.51310 3.10531
C -1.97364 9.85747 2.05855
C -0.55292 6.81724 2.59898
C -0.39257 5.45187 2.11150
C -0.68231 4.32284 2.90559
C -1.05470 4.59061 4.23244
C -1.28424 5.89992 4.68212
C -1.12998 7.00849 3.84665
C 0.92462 9.07031 -1.47330
C 0.37040 10.19419 -0.80869
C 0.89757 11.47231 -1.00704
C 1.85857 11.67641 -2.01128
C 2.15883 10.62284 -2.87543
C 1.63722 9.34144 -2.64415
C 2.10104 6.39598 -1.72285
C 1.57836 6.10174 -2.99918
C 2.43011 5.64374 -4.00640
C 3.80963 5.49897 -3.78501
C 4.27472 5.64583 -2.46959
C 3.41918 6.02716 -1.42612
H 2.41919 8.27186 2.75712
H 3.50534 8.12240 0.24792
H 1.26963 10.48339 2.84935
H 0.16336 11.48425 4.90189
H -2.34536 11.34469 5.08080
H -3.69954 10.67237 3.06858
H -2.49203 9.50978 1.15476
H 0.62804 5.66553 1.15093
H -0.66659 3.34103 2.44376
H -1.18551 3.72025 4.88203
H -1.58943 6.03575 5.71128
H -1.45606 7.99641 4.17299
H -0.45959 10.09785 -0.10155
H 0.58791 12.33209 -0.40590
H 2.36699 12.63350 -2.13707
H 2.81002 10.76114 -3.73842
H 1.79057 8.53559 -3.36024
H 0.50432 6.21931 -3.21598
H 2.01738 5.41066 -4.99291
H 4.49702 5.25723 -4.61173
H 5.33519 5.49374 -2.25673
H 3.76550 6.05719 -0.38345
N -0.57084 2.66620 -0.11688
C -0.72876 1.54794 -0.59204
N -0.79385 0.62476 -1.46730
C -0.97879 -0.66966 -1.42729
N -1.04264 -1.83649 -1.58552

Forces on atoms 1 to 3 (eV/Å):
Ti 0.56 -3.15 0.67
C -0.04 -0.19 0.46
C -1.48 0.62 -0.48